{"formula": "C59H131CuF3N15O37S5", "method": "wB97M-V/def2-TZVPD", "elements": ["H", "C", "H", "H", "H", "H", "O", "C", "H", "C", "O", "C", "C", "H", "H", "C", "C", "H", "H", "H", "H", "C", "H", "H", "N", "O", "H", "H", "H", "F", "H", "C", "H", "N", "H", "S", "O", "O", "H", "C", "H", "H", "H", "H", "C", "C", "O", "H", "H", "C", "H", "H", "O", "H", "H", "H", "C", "H", "C", "C", "H", "O", "C", "N", "H", "C", "N", "O", "H", "O", "H", "O", "C", "S", "O", "H", "O", "H", "O", "H", "C", "H", "O", "O", "H", "C", "O", "H", "H", "C", "H", "C", "N", "H", "N", "O", "N", "H", "H", "H", "H", "H", "C", "C", "C", "H", "C", "Cu", "O", "N", "H", "C", "C", "H", "S", "O", "C", "H", "C", "H", "H", "C", "H", "H", "C", "H", "F", "H", "H", "H", "H", "H", "H", "H", "H", "H", "H", "H", "C", "O", "H", "H", "C", "C", "H", "H", "H", "C", "H", "H", "H", "H", "H", "H", "H", "C", "H", "N", "H", "H", "C", "H", "H", "C", "H", "H", "H", "O", "C", "H", "H", "O", "H", "N", "C", "N", "H", "H", "O", "N", "C", "H", "C", "H", "H", "S", "H", "C", "H", "C", "O", "H", "H", "F", "H", "C", "C", "C", "H", "O", "C", "H", "O", "C", "H", "C", "O", "C", "H", "H", "H", "O", "H", "N", "O", "H", "S", "H", "O", "C", "O", "O", "C", "H", "H", "N", "H", "H", "H", "C", "C", "H", "H", "H", "H", "O", "O", "H", "H", "O", "N", "H", "C", "H", "O", "H", "C", "H", "H", "H", "H"], "coordinates": [[15.29784, 24.19850, 9.68906], [16.23083, 20.01420, 8.49025], [21.52711, 16.51386, 16.08341], [16.53376, 17.20680, 13.47080], [14.57482, 14.01134, 14.96482], [9.48520, 21.35736, 15.00365], [12.70734, 20.40937, 17.09258], [12.07147, 24.41973, 20.82543], [12.46366, 23.39718, 20.71123], [13.40632, 15.94235, 13.00172], [9.22432, 20.08336, 11.04787], [17.74252, 16.00982, 15.74898], [10.34675, 12.37478, 9.90110], [13.01170, 31.83323, 13.19652], [10.20000, 25.91096, 17.59824], [15.20163, 18.08357, 17.45505], [22.61859, 19.61724, 11.62672], [10.50571, 11.53724, 9.18279], [15.71965, 14.73692, 13.87960], [22.17387, 19.74146, 15.11552], [12.69486, 16.48331, 11.02040], [12.21812, 13.00668, 7.85507], [18.98590, 19.06070, 13.02726], [10.53281, 17.36675, 18.10988], [16.54785, 21.38060, 8.66922], [15.89005, 25.81045, 11.89483], [12.86306, 13.63895, 7.17908], [20.41772, 21.27502, 16.53633], [22.61303, 19.68266, 10.53766], [16.67462, 21.74904, 14.23221], [14.95600, 27.16388, 18.71567], [10.34378, 28.03659, 17.33580], [22.65475, 17.57104, 15.31451], [21.20908, 15.32357, 8.01913], [16.85628, 19.50507, 18.82193], [11.16756, 27.23103, 15.15142], [16.36634, 26.47781, 14.12918], [14.41153, 17.46246, 16.67510], [15.81876, 16.22047, 18.20855], [15.24072, 19.79988, 13.68925], [19.29666, 15.80760, 7.13690], [25.46233, 16.19185, 10.90222], [18.72535, 26.15395, 15.20660], [9.02017, 19.70452, 14.83062], [19.96334, 13.12106, 11.49403], [15.81555, 22.20465, 9.46561], [11.00063, 19.76021, 9.31363], [19.08086, 11.26873, 10.69902], [20.77525, 12.83588, 13.34703], [19.10467, 25.42644, 16.01221], [18.10177, 12.06849, 11.93908], [23.07784, 20.54945, 11.99924], [11.38411, 19.43161, 11.69659], [15.07221, 13.19512, 13.48930], [16.27546, 28.74425, 15.19643], [10.09014, 21.55060, 19.06375], [21.96050, 17.47202, 16.15555], [12.61064, 20.89279, 9.00514], [19.67558, 21.34141, 10.95290], [20.87687, 18.53977, 16.13388], [14.27652, 22.13584, 16.19679], [18.02362, 15.04891, 16.83198], [15.07594, 25.72442, 14.09805], [10.94031, 15.16330, 16.43106], [19.37927, 20.67089, 15.17386], [14.82625, 14.16424, 13.95616], [16.84231, 15.59780, 9.60615], [17.14088, 23.90585, 18.57152], [17.17065, 19.40782, 8.62163], [19.81371, 20.03606, 8.46084], [12.88102, 21.04098, 14.40005], [18.60842, 13.96802, 14.71651], [18.66607, 15.43004, 14.65197], [17.98708, 13.55460, 16.23830], [17.53519, 27.58333, 12.33623], [10.96676, 23.00661, 14.90881], [18.94378, 12.81709, 16.94955], [19.53701, 11.13460, 12.33314], [12.31174, 16.74806, 15.56449], [11.24934, 21.62329, 10.01054], [18.86263, 24.03429, 15.62214], [11.42085, 23.22124, 17.66381], [15.51203, 13.82690, 9.24895], [11.88982, 25.00797, 18.52899], [21.99978, 14.79603, 13.58543], [9.70303, 26.65754, 17.05451], [23.52879, 18.40637, 13.38363], [12.47791, 24.87275, 21.76474], [15.85903, 19.78185, 7.50783], [17.10136, 15.24751, 10.98346], [16.99727, 23.89294, 8.89300], [14.64741, 25.94048, 12.68396], [13.46356, 26.14786, 19.71422], [13.57697, 13.37105, 9.44298], [23.95310, 17.53496, 11.30762], [17.50259, 23.69104, 16.04150], [13.73555, 14.66139, 13.13694], [18.82680, 18.07290, 14.43586], [20.79841, 21.68472, 14.86412], [11.97692, 16.69099, 18.67456], [17.40608, 29.39787, 13.94820], [17.08674, 16.55730, 9.36332], [11.11016, 14.30460, 15.22454], [16.62685, 20.02243, 17.90416], [21.64483, 17.46869, 6.89540], [21.41132, 21.37554, 6.75602], [13.76092, 22.54617, 17.05827], [13.38890, 18.36335, 15.21752], [14.21925, 30.80133, 15.40852], [11.40750, 22.21344, 17.55023], [12.09387, 18.01696, 17.60666], [11.48962, 22.64341, 14.04342], [11.61575, 16.32400, 16.50732], [25.67049, 17.10343, 12.40113], [17.14983, 24.55806, 17.29687], [16.33655, 19.06243, 14.19246], [23.46193, 18.45923, 12.14468], [13.91016, 25.21713, 12.39570], [21.63903, 14.58752, 12.59702], [15.35376, 24.69479, 14.30666], [17.14596, 14.20550, 11.21881], [12.53676, 20.06415, 11.02202], [18.97613, 23.78308, 14.58669], [12.31202, 11.94606, 7.46079], [14.33088, 30.52786, 14.21755], [18.97733, 17.34869, 12.81504], [16.53519, 21.06988, 12.12971], [20.75993, 17.93584, 7.22291], [14.38042, 26.17876, 14.77926], [10.74650, 14.89956, 14.40986], [15.29554, 17.49749, 19.43783], [13.04314, 20.75884, 11.69805], [16.52810, 18.38950, 12.24327], [16.21856, 15.60150, 11.54288], [10.49035, 14.78243, 17.26060], [21.30914, 14.66057, 8.77392], [9.32351, 21.96856, 17.49036], [10.95192, 24.40830, 20.87590], [20.40648, 20.88362, 15.48325], [9.96924, 17.81685, 10.50519], [11.66735, 16.96334, 12.36483], [17.13321, 21.75744, 7.89442], [20.16625, 15.10740, 7.09561], [15.71560, 15.47381, 7.48986], [16.44248, 14.89387, 6.94308], [15.44398, 29.73893, 12.65721], [22.30572, 22.19435, 8.14073], [11.13678, 20.23931, 14.45616], [11.20846, 13.32418, 7.83483], [15.45884, 19.73209, 9.19715], [9.83387, 13.27482, 9.44067], [9.88795, 11.92979, 10.79848], [23.75473, 17.56285, 10.33060], [17.47411, 19.90532, 17.25308], [20.43960, 14.94921, 6.06131], [17.01263, 18.17909, 13.24511], [13.69216, 26.38294, 20.64009], [15.36805, 29.80083, 13.66309], [13.39546, 30.29316, 12.26368], [14.79483, 19.42730, 12.74477], [18.49622, 18.21496, 13.39216], [13.34843, 27.89716, 18.35986], [16.31437, 21.04206, 18.17615], [13.88068, 26.95715, 18.62770], [10.63745, 13.36063, 15.31240], [16.64284, 30.50173, 15.16185], [15.85080, 16.53070, 7.39328], [18.48276, 25.50387, 17.26956], [20.62502, 20.92316, 8.71124], [13.24293, 13.91062, 12.65724], [22.48280, 14.38046, 11.88878], [10.67680, 28.18522, 14.24773], [16.89548, 17.62175, 18.77955], [21.22688, 19.68853, 15.53242], [19.11020, 11.82369, 11.63784], [11.91500, 21.30565, 14.39658], [11.77633, 15.21727, 11.83734], [21.41784, 17.01285, 5.91570], [12.24558, 26.36661, 14.76888], [15.60079, 19.30468, 17.21262], [15.82800, 21.16174, 13.27691], [10.95400, 22.75388, 13.10785], [12.28096, 16.15095, 11.98420], [16.61744, 23.71150, 10.62312], [12.45400, 23.22972, 13.91765], [10.21773, 19.18920, 10.65675], [18.45306, 15.79644, 13.60375], [21.96673, 16.40372, 7.96739], [10.66482, 28.18039, 18.37693], [12.46257, 25.21816, 19.58849], [19.94912, 13.85151, 10.47415], [9.35366, 20.82250, 13.42978], [18.07029, 17.01838, 16.07980], [14.79364, 22.05612, 13.08509], [20.05186, 21.28498, 11.99933], [11.91012, 20.80732, 9.80793], [9.67726, 20.50558, 14.38803], [16.21781, 23.56656, 9.62597], [24.56943, 15.69474, 12.23675], [9.97241, 26.34343, 15.60133], [15.87464, 17.25993, 18.49722], [14.66255, 15.16835, 7.17524], [18.02580, 25.31037, 12.80604], [13.18116, 30.75465, 13.23502], [9.72076, 28.94358, 17.01766], [15.97118, 14.94892, 8.85122], [19.74260, 18.39228, 16.57074], [11.54435, 17.13301, 17.77747], [20.21497, 25.51990, 16.08223], [18.12848, 15.56907, 11.22792], [22.66449, 17.46515, 17.06552], [12.13154, 12.76989, 11.44102], [13.17590, 19.27991, 10.69014], [20.62536, 21.64958, 9.89338], [22.86534, 16.51679, 8.77726], [8.64925, 26.57642, 17.24747], [17.10350, 26.36002, 12.77588], [21.61326, 19.54123, 12.00827], [14.84865, 21.72362, 10.04887], [10.22146, 21.49261, 17.96345], [11.52483, 27.87677, 16.50250], [15.99796, 25.35595, 16.89453], [11.75718, 12.72781, 10.26963], [15.15872, 19.73871, 16.40183], [19.65971, 15.78867, 14.83671], [12.61475, 13.07918, 9.24993], [12.23923, 30.24966, 13.47970], [21.32745, 22.39987, 9.93287], [19.64612, 14.22925, 7.44502], [12.55915, 21.60616, 17.21771], [24.99001, 16.55287, 11.79715], [19.23265, 20.35889, 10.73510], [10.18975, 20.44831, 17.56679], [22.43992, 18.18899, 6.86137], [14.22755, 26.94920, 12.60674], [14.43884, 19.95646, 14.73894], [14.00011, 16.87067, 13.55666], [16.67284, 16.00777, 15.48088], [14.43805, 22.62404, 17.87041], [16.71222, 13.02853, 15.93298], [20.77748, 13.45250, 12.54734], [22.37489, 20.39128, 7.77603], [16.49634, 29.59622, 14.52253], [19.37613, 23.29180, 16.20052], [11.55973, 19.06711, 14.50242], [12.18504, 14.24567, 15.00534], [21.75265, 21.25899, 7.75199], [13.71796, 26.30378, 17.74976], [21.18246, 15.48190, 12.20283], [13.48405, 23.55530, 16.91744], [18.82605, 21.96793, 10.89062]], "de_lowest_kcal_mol": 0.0, "multiplicity": 2, "charge": 1, "gap_ev": [9.6, 8.8], "homo_energy_ha": [-0.39639, -0.39639], "s2": 0.752}